Molecular formula: C36H28Cl2N6NiO11S2
Method: DFT, ωB97M-V with the def2-TZVPD basis set

The value obtained for the largest force on an atom is 0.4 eV/A. The net charge is -2. The expectation value of S² is 2.004. The gap between HOMO and LUMO (spin up / spin down) is 6.3190 / 6.4223 eV. Its energy relative to the best compared isomer or geometry (same formula, charge and spin) is 116.3 kcal per mole. Its multiplicity is 3.

Cartesian coordinates (Å):
Ni: -0.691 -0.311 -0.685
O: -2.417 4.882 -5.355
C: -3.240 4.219 -4.396
C: -2.411 3.224 -3.630
C: -1.905 2.132 -4.226
C: -1.049 1.214 -3.477
N: -1.040 1.310 -2.013
C: -1.793 2.368 -1.436
C: -2.323 3.348 -2.196
C: -2.081 2.181 0.004
C: -2.920 3.042 0.705
C: -3.322 2.700 1.983
C: -4.420 3.461 2.675
O: -5.698 3.071 2.203
C: -2.803 1.543 2.551
C: -1.940 0.754 1.813
N: -1.604 1.063 0.565
H: -2.960 5.529 -5.814
H: -4.061 3.697 -4.903
H: -3.679 4.944 -3.702
H: -2.119 1.901 -5.260
H: -0.860 0.215 -3.855
H: -2.864 4.160 -1.731
H: -3.348 3.912 0.230
H: -4.339 4.532 2.470
H: -4.336 3.315 3.760
H: -5.639 2.177 1.820
H: -3.093 1.230 3.545
H: -1.547 -0.187 2.176
O: 1.939 2.484 -0.778
S: 2.328 1.073 -0.529
O: 0.047 1.809 -2.828
O: 1.144 0.238 -0.136
C: 2.884 0.493 -2.235
C: 4.028 1.249 -2.531
C: 4.819 1.022 -3.637
C: 4.487 -0.020 -4.494
C: 3.363 -0.772 -4.228
C: 2.543 -0.528 -3.120
S: 1.128 -1.663 -3.230
O: 1.724 -2.983 -3.196
O: 0.526 -1.306 -4.507
O: 0.181 -1.475 -2.123
H: 4.287 2.047 -1.844
H: 5.687 1.642 -3.826
H: 5.091 -0.242 -5.365
H: 3.089 -1.572 -4.901
N: -2.695 -2.899 -1.606
C: -3.285 -1.781 -1.104
O: -2.678 -0.689 -1.186
C: -4.587 -1.871 -0.524
C: -5.079 -0.760 0.183
N: -5.483 0.155 0.764
C: -5.326 -3.065 -0.553
N: -5.928 -4.054 -0.572
H: -1.710 -2.809 -1.819
H: -3.028 -3.798 -1.300
Cl: 2.719 -4.243 5.910
C: 2.510 -2.520 5.804
C: 2.592 -1.781 6.972
C: 2.451 -0.405 6.916
C: 2.196 0.212 5.701
C: 2.080 -0.549 4.548
Cl: 1.631 0.233 3.078
C: 2.272 -1.940 4.556
N: 2.179 -2.729 3.407
C: 2.909 -2.412 2.255
C: 4.192 -1.881 2.377
C: 4.945 -1.582 1.254
C: 4.438 -1.840 -0.009
C: 3.170 -2.390 -0.127
C: 2.380 -2.669 0.982
C: 1.021 -3.290 0.771
C: -0.168 -2.570 1.443
O: -0.462 -2.886 2.610
O: -0.795 -1.719 0.754
H: 2.775 -2.290 7.907
H: 2.526 0.185 7.819
H: 2.052 1.281 5.633
H: 1.242 -3.118 3.256
H: 4.590 -1.689 3.366
H: 5.927 -1.140 1.373
H: 5.002 -1.591 -0.899
H: 2.760 -2.583 -1.112
H: 1.032 -4.315 1.160
H: 0.838 -3.331 -0.303



Molecular formula: C3HBr2NO
Method: DFT, ωB97M-V with the def2-TZVPD basis set

The value obtained for the largest force on an atom is 3.2 eV/A. The net charge is 0. The gap between HOMO and LUMO is 9.1077 eV. Its structure (SMILES) is N#CC(=O)C(Br)Br. Its energy relative to the best compared isomer or geometry (same formula, charge and spin) is 5.2 kcal per mole.

Cartesian coordinates (Å):
N: 3.458 -1.256 0.621
C: 2.308 -1.246 0.497
C: 0.870 -0.977 0.284
O: -0.102 -1.668 0.420
C: 0.600 0.402 -0.462
Br: -1.036 0.385 -1.750
Br: 2.112 1.361 -1.253
H: 0.103 1.053 0.239



Molecular formula: H3O5PS
Method: DFT, ωB97M-V with the def2-TZVPD basis set

The value obtained for the largest force on an atom is 3.3 eV/A. The net charge is 0. The gap between HOMO and LUMO is 10.3914 eV. Its energy relative to the best compared isomer or geometry (same formula, charge and spin) is 57.4 kcal per mole.

Cartesian coordinates (Å):
O: 2.382 0.297 0.080
O: 0.244 0.658 1.194
O: -1.010 1.311 -0.882
O: 0.453 -0.857 -0.805
O: -2.058 -0.681 0.192
P: -1.829 0.943 0.259
S: 1.054 0.667 -0.300
H: 0.987 0.134 1.548
H: 1.242 -1.444 -0.835
H: -1.465 -1.028 -0.452



Molecular formula: C4H6Si2
Method: DFT, ωB97M-V with the def2-TZVPD basis set

The value obtained for the largest force on an atom is 3.3 eV/A. The net charge is 0. The gap between HOMO and LUMO is 10.0274 eV. Its energy relative to the best compared isomer or geometry (same formula, charge and spin) is 20.7 kcal per mole.

Cartesian coordinates (Å):
C: -1.313 -2.538 0.184
C: -1.632 1.800 -1.094
C: -0.844 -1.583 0.751
C: -1.225 1.186 -0.135
Si: 1.882 0.269 -0.144
Si: -0.201 0.149 0.964
H: -1.351 -3.535 -0.205
H: -2.145 2.307 -1.851
H: 2.289 1.658 -0.277
H: 2.642 -0.601 0.775
H: 2.036 -0.217 -1.518
H: -0.137 1.106 2.549



Molecular formula: C5H24NO9
Method: DFT, ωB97M-V with the def2-TZVPD basis set

The value obtained for the largest force on an atom is 2.6 eV/A. The net charge is -1. The gap between HOMO and LUMO is 9.4226 eV. Its energy relative to the best compared isomer or geometry (same formula, charge and spin) is 0.0 kcal per mole.

Cartesian coordinates (Å):
O: 1.376 -0.472 -0.820
C: 0.437 0.175 -1.382
O: 0.176 1.366 -1.182
C: -0.444 -0.703 -2.326
C: -1.230 -1.672 -1.478
C: -1.770 -1.122 -0.090
C: -2.670 0.124 -0.227
N: -4.037 -0.059 0.260
H: -1.025 0.010 -2.955
H: 0.278 -1.168 -2.992
H: -2.103 -1.908 -2.100
H: -0.703 -2.608 -1.328
H: -0.948 -1.018 0.592
H: -2.295 -1.966 0.376
H: -2.642 0.292 -1.286
H: -2.165 0.937 0.331
H: -4.528 0.818 0.195
H: -4.125 -0.594 1.104
H: 2.111 -1.902 -1.098
H: 3.306 -2.233 -0.239
O: 2.622 -2.693 -0.751
H: -0.489 4.188 1.565
H: -0.347 2.831 2.176
O: -0.663 3.743 2.415
H: 2.649 -1.140 2.150
H: 1.858 -1.057 3.377
O: 2.443 -0.504 2.843
H: 3.395 0.901 -1.277
H: 2.942 0.205 -0.128
O: 3.781 0.618 -0.440
H: -0.530 3.040 -1.064
H: 0.444 4.226 -1.001
O: -0.478 3.981 -0.832
H: 1.051 0.931 1.409
H: 0.165 1.914 0.659
O: 0.199 1.389 1.501
H: 0.660 -2.714 1.750
H: 1.844 -2.930 0.713
O: 1.456 -3.227 1.580



Molecular formula: C4H7NO
Method: DFT, ωB97M-V with the def2-TZVPD basis set

The value obtained for the largest force on an atom is 0.5 eV/A. The net charge is 0. The gap between HOMO and LUMO is 10.8009 eV. Its structure (SMILES) is C[C@@]1(C=O)CN1. Its energy relative to the best compared isomer or geometry (same formula, charge and spin) is 42.9 kcal per mole.

Cartesian coordinates (Å):
C: -1.330 0.725 0.302
C: -0.039 0.030 -0.064
C: 1.040 0.872 -0.672
O: 2.063 0.408 -1.124
C: 0.488 -1.152 0.686
N: -0.150 -1.330 -0.598
H: -2.021 0.726 -0.546
H: -1.825 0.224 1.138
H: -1.142 1.763 0.596
H: 0.854 1.966 -0.691
H: 1.570 -1.254 0.743
H: -0.070 -1.520 1.545
H: 0.563 -1.458 -1.316



Molecular formula: C31H67N4P2Sr
Method: DFT, ωB97M-V with the def2-TZVPD basis set

The value obtained for the largest force on an atom is 1.4 eV/A. The net charge is +1. The gap between HOMO and LUMO is 6.8837 eV. Its energy relative to the best compared isomer or geometry (same formula, charge and spin) is 2.1 kcal per mole.

Cartesian coordinates (Å):
Sr: 0.269 -0.870 0.232
N: -3.490 -2.922 1.873
C: -2.680 -4.102 2.156
C: -1.286 -3.749 2.639
N: -0.426 -2.995 1.695
C: -0.229 -3.680 0.400
C: -1.308 -3.397 -0.672
N: -0.964 -2.280 -1.586
H: -3.716 -2.444 2.738
H: -4.375 -3.194 1.461
H: -2.620 -4.710 1.250
H: -3.113 -4.755 2.923
H: -0.791 -4.691 2.904
H: -1.357 -3.152 3.551
H: 0.483 -2.991 2.155
H: -0.147 -4.765 0.526
H: 0.754 -3.381 0.017
H: -2.236 -3.129 -0.170
H: -1.471 -4.333 -1.210
H: -1.440 -2.401 -2.473
H: 0.022 -2.338 -1.863
C: -1.856 -0.158 3.814
C: -2.278 1.167 3.175
C: -3.585 1.635 3.816
P: -2.240 1.009 1.321
C: -1.983 2.743 0.727
C: -2.788 3.884 1.343
C: -2.037 2.769 -0.801
C: -3.940 0.440 0.830
C: -3.892 -0.235 -0.544
C: -5.086 1.452 0.871
H: -1.771 -0.053 4.897
H: -0.898 -0.521 3.433
H: -2.600 -0.932 3.614
H: -1.500 1.911 3.384
H: -4.387 0.916 3.638
H: -3.914 2.605 3.452
H: -3.454 1.713 4.898
H: -0.937 2.896 1.017
H: -3.853 3.805 1.131
H: -2.442 4.833 0.923
H: -2.655 3.942 2.423
H: -3.058 2.653 -1.166
H: -1.431 1.974 -1.245
H: -1.665 3.723 -1.180
H: -4.143 -0.345 1.567
H: -3.738 0.497 -1.339
H: -4.839 -0.741 -0.745
H: -3.094 -0.973 -0.606
H: -4.961 2.219 0.107
H: -5.191 1.945 1.834
H: -6.026 0.939 0.656
C: 2.174 5.115 -0.103
C: 1.354 3.884 -0.481
P: 1.748 2.305 0.388
C: 3.537 2.116 0.004
C: 4.276 1.242 1.011
C: 1.761 2.821 2.167
C: 1.553 1.636 3.108
H: 1.785 5.996 -0.615
H: 3.221 5.014 -0.387
H: 2.132 5.314 0.968
H: 1.447 3.674 -1.551
H: 0.294 4.083 -0.308
H: 4.006 3.100 -0.039
H: 3.595 1.677 -0.997
H: 4.318 1.713 1.994
H: 5.304 1.072 0.691
H: 3.795 0.269 1.111
H: 0.954 3.547 2.305
H: 2.690 3.344 2.405
H: 0.646 1.089 2.833
H: 1.431 1.955 4.144
H: 2.395 0.942 3.072
C: -0.105 1.962 -4.015
C: 0.715 0.706 -3.879
C: 1.084 -0.009 -5.014
C: 1.885 -1.137 -4.890
C: 2.347 -1.874 -6.119
C: 2.291 -1.573 -3.633
C: 1.923 -0.898 -2.450
C: 1.133 0.268 -2.632
N: 2.188 -1.293 -1.155
C: 3.223 -2.295 -0.865
C: 4.611 -1.819 -1.317
C: 2.970 -3.703 -1.479
C: 3.247 -2.443 0.687
H: 0.326 2.628 -4.763
H: -0.162 2.505 -3.071
H: -1.125 1.734 -4.333
H: 0.773 0.332 -5.995
H: 1.615 -1.803 -6.922
H: 2.526 -2.929 -5.907
H: 3.282 -1.449 -6.489
H: 2.907 -2.456 -3.590
H: 0.911 0.897 -1.772
H: 4.647 -1.672 -2.396
H: 5.376 -2.552 -1.049
H: 4.858 -0.871 -0.840
H: 3.537 -3.861 -2.395
H: 1.916 -3.853 -1.729
H: 3.273 -4.495 -0.792
H: 4.238 -2.246 1.097
H: 2.953 -3.437 1.029
H: 2.586 -1.708 1.167



Molecular formula: CH3ClN2O2
Method: DFT, ωB97M-V with the def2-TZVPD basis set

The value obtained for the largest force on an atom is 3.8 eV/A. The net charge is 0. The expectation value of S² is 2.008. The gap between HOMO and LUMO (spin up / spin down) is 8.7870 / 9.2729 eV. Its energy relative to the best compared isomer or geometry (same formula, charge and spin) is 0.0 kcal per mole. Its multiplicity is 3.

Cartesian coordinates (Å):
C: -1.742 -0.241 -0.023
N: 1.451 -0.176 -0.460
N: 1.011 0.652 0.560
O: -1.485 -1.399 0.147
O: 0.038 1.458 0.555
Cl: -3.205 0.434 -0.424
H: 1.259 -1.233 -0.525
H: 1.464 0.213 -1.350
H: 1.210 0.291 1.520